[1]
16
Properties=species:S:1:pos:R:3:forces:R:3 method="wB97M-V/def2-TZVPD" smiles="C=CC=C=[N+]=C=[NH+]C" homo_energy_ev=-18.75 total_energy_ev=-9307.226 orbital_gap_ev=7.6 charge=+2
C -1.765 -1.395 0.398 0.9 -2.9 -0.8
C -2.740 -0.595 -0.020 0.2 1.5 -0.1
C -2.560 0.844 -0.250 -2.1 0.5 -0.4
C -1.380 1.256 -0.050 0.7 0.3 0.2
N -0.180 1.225 0.117 3.9 -1.2 1.1
C 0.903 0.737 0.472 -1.6 1.9 -1.2
N 2.112 0.422 0.558 -0.7 0.6 3.0
C 2.999 0.065 -0.505 0.6 -1.1 -0.9
H -2.061 -2.466 0.416 0.3 0.7 0.4
H -0.609 -1.325 0.487 -2.4 0.6 0.1
H -3.778 -0.721 -0.306 0.1 -1.5 0.5
H -3.437 1.422 -0.540 0.3 0.2 0.0
H 2.556 0.560 1.541 -0.8 -0.5 -1.7
H 2.630 -0.522 -1.320 -0.9 -0.2 -0.2
H 3.847 -0.416 -0.133 1.0 -1.4 1.2
H 3.464 0.909 -0.865 0.5 2.5 -1.1

[2]
66
Properties=species:S:1:pos:R:3:forces:R:3 method="wB97M-V/def2-TZVPD" smiles="CCCCN(C(=O)CNC(=O)c1ccco1)[C@H](C(=O)NC1CCCC1)c1ccc(OC)cc1" homo_energy_ev=-8.31 total_energy_ev=-41169.557 orbital_gap_ev=8.8 charge=0
C -0.631 3.472 -2.549 -0.2 0.0 0.0
C -1.837 2.549 -2.683 0.1 -0.1 -0.1
C -1.474 1.072 -2.528 0.0 0.3 0.2
C -1.111 0.710 -1.084 -0.3 0.3 -0.4
N -0.660 -0.663 -0.957 0.4 0.0 0.1
C -1.450 -1.752 -0.982 -0.3 -0.1 -0.1
O -1.011 -2.889 -0.927 -0.1 -0.3 0.0
C -2.976 -1.566 -0.982 0.2 0.1 0.2
N -3.480 -2.177 0.232 -0.1 -0.1 -0.1
C -3.110 -1.663 1.428 -0.4 -0.3 -0.3
O -2.530 -0.590 1.534 0.0 0.1 0.2
C -3.487 -2.466 2.593 0.4 0.5 1.1
C -3.266 -2.231 3.927 -0.1 0.0 -0.9
C -3.808 -3.336 4.615 -0.3 -0.4 -0.3
C -4.315 -4.161 3.656 0.1 0.0 0.8
O -4.128 -3.649 2.434 0.0 0.0 -0.5
C 0.779 -0.876 -0.808 0.3 -0.3 -0.1
C 1.304 -0.554 0.607 -0.6 0.0 -0.3
O 2.499 -0.575 0.830 0.4 -0.1 0.1
N 0.358 -0.274 1.517 -0.4 0.1 0.1
C 0.606 -0.061 2.932 0.2 0.0 0.0
C 1.548 1.129 3.199 -0.1 0.1 0.1
C 2.389 0.696 4.395 0.1 0.0 -0.1
C 2.632 -0.781 4.105 0.0 -0.1 0.2
C 1.267 -1.276 3.625 0.1 0.0 0.0
C 1.541 -0.145 -1.886 0.2 0.1 0.1
C 1.595 -0.691 -3.166 0.1 0.1 0.1
C 2.223 -0.024 -4.194 0.1 0.1 -0.1
C 2.827 1.215 -3.967 -0.1 -0.1 0.0
O 3.415 1.796 -5.049 -0.1 -0.3 0.0
C 4.076 3.025 -4.874 0.1 0.2 0.0
C 2.786 1.760 -2.690 0.2 0.2 -0.3
C 2.144 1.083 -1.666 -0.1 -0.3 -0.1
H -0.917 4.498 -2.768 0.0 0.1 0.0
H 0.150 3.174 -3.245 0.1 0.0 -0.1
H -0.221 3.444 -1.543 0.1 0.0 0.1
H -2.280 2.694 -3.670 -0.1 0.0 0.0
H -2.590 2.820 -1.939 -0.1 0.0 0.0
H -0.625 0.841 -3.175 0.0 -0.1 0.0
H -2.315 0.458 -2.857 0.0 -0.1 0.0
H -0.287 1.342 -0.754 -0.1 0.0 0.1
H -1.954 0.895 -0.413 0.1 0.0 0.0
H -3.398 -2.090 -1.838 0.1 0.1 0.1
H -3.285 -0.522 -0.994 0.0 -0.1 -0.1
H -3.762 -3.144 0.198 0.0 0.1 0.0
H -2.780 -1.373 4.342 0.1 0.2 0.0
H -3.818 -3.497 5.673 0.0 -0.1 0.2
H -4.815 -5.108 3.719 -0.1 -0.1 -0.1
H 0.936 -1.956 -0.937 0.0 0.3 0.1
H -0.618 -0.364 1.267 0.1 0.0 -0.1
H -0.378 0.130 3.366 0.1 0.0 -0.1
H 2.199 1.261 2.336 0.0 0.0 0.0
H 0.998 2.053 3.372 0.0 0.1 0.0
H 1.820 0.811 5.321 0.0 0.0 0.1
H 3.312 1.266 4.481 0.0 0.1 0.1
H 3.353 -0.875 3.294 0.0 0.0 0.0
H 2.994 -1.333 4.971 0.1 0.0 0.0
H 0.657 -1.596 4.471 0.0 0.0 0.0
H 1.358 -2.113 2.935 -0.1 -0.1 0.0
H 1.133 -1.650 -3.353 -0.1 -0.1 0.0
H 2.267 -0.441 -5.187 0.0 -0.1 -0.1
H 3.386 3.813 -4.553 0.0 0.0 0.0
H 4.484 3.282 -5.850 0.0 0.0 0.1
H 4.894 2.943 -4.151 0.0 0.0 0.0
H 3.249 2.711 -2.475 0.1 0.1 0.0
H 2.138 1.521 -0.680 0.0 0.0 0.1

[3]
9
Properties=species:S:1:pos:R:3:forces:R:3 method="wB97M-V/def2-TZVPD" homo_energy_ev=-8.45 total_energy_ev=-18194.755 orbital_gap_ev=9.0 charge=0
C -1.567 0.720 -0.004 -0.1 -0.6 -3.3
C 1.996 -0.711 -0.595 -1.2 2.8 -3.6
N -2.677 1.286 0.012 0.0 -0.9 -2.2
O 2.380 -1.646 0.129 0.9 -1.6 2.9
Cl -0.473 0.690 1.247 1.4 -0.1 1.9
H 1.953 -1.060 -1.724 0.3 -0.2 1.7
H -1.148 0.235 -0.969 -0.9 0.7 1.7
H -2.861 1.741 0.852 -0.5 0.9 2.0
H 2.397 -1.253 1.053 0.1 -1.0 -1.1

[4]
10
Properties=species:S:1:pos:R:3:forces:R:3 method="wB97M-V/def2-TZVPD" homo_energy_ev=-15.69 total_energy_ev=-8645.062 orbital_gap_ev=8.8 charge=+1
C 0.562 -0.548 0.276 -0.6 0.7 -1.0
C -0.579 -0.053 -0.656 0.3 -5.1 -1.4
N -2.397 0.976 0.587 1.4 -0.6 -1.2
N -1.579 0.553 -0.039 -3.3 1.5 2.3
N 1.325 0.492 0.664 0.6 0.1 -0.1
O 0.576 -1.750 0.443 0.8 0.7 0.3
H -0.899 -1.754 -0.833 0.5 3.5 0.7
H -0.423 0.265 -1.674 0.3 0.4 -0.1
H 1.107 1.454 0.371 0.1 -1.0 0.1
H 2.307 0.364 0.861 0.0 -0.3 0.6

[5]
17
Properties=species:S:1:pos:R:3:forces:R:3 method="wB97M-V/def2-TZVPD" smiles="CN1CC[N+](O)=C1O" homo_energy_ev=-14.08 total_energy_ev=-11358.478 orbital_gap_ev=10.0 charge=+1
C 2.024 -0.655 0.128 2.5 -1.5 3.2
N 0.753 -0.223 -0.199 -2.3 -0.6 0.9
C 0.501 1.205 -0.204 -0.5 0.2 -0.1
C -0.973 1.357 -0.131 -1.8 2.2 3.1
N -1.634 0.146 -0.451 1.7 -4.6 0.2
O -2.655 -0.055 0.474 -0.4 0.0 0.3
C -0.316 -0.947 -0.082 -3.2 0.4 -2.2
O -0.588 -2.251 -0.051 0.8 1.3 0.0
H 2.820 -0.376 -0.531 0.1 -0.6 -1.3
H 2.364 0.008 0.983 -0.5 -1.2 -0.2
H 1.948 -1.765 0.467 0.8 2.0 -0.8
H 0.820 1.538 -1.129 1.1 0.9 -2.0
H 1.006 1.780 0.573 0.2 -0.5 0.1
H -1.224 1.516 0.984 0.2 0.3 -1.5
H -1.397 2.203 -0.729 0.5 -0.7 0.5
H -3.480 -0.430 0.078 1.3 0.3 -0.4
H 0.033 -3.051 -0.180 -0.5 2.3 0.3

[6]
19
Properties=species:S:1:pos:R:3:forces:R:3 method="wB97M-V/def2-TZVPD" homo_energy_ev=-12.44 total_energy_ev=-30546.585 orbital_gap_ev=8.3 charge=+1
C -0.947 1.300 -0.906 -3.1 0.5 -2.4
C -1.029 -0.169 -1.328 0.8 0.3 2.7
C 0.848 0.481 0.761 -1.7 2.6 -0.1
C 0.832 -0.804 0.002 1.6 -0.5 -0.7
C 0.470 -1.989 0.893 -0.8 0.6 -1.7
N -0.427 1.477 0.448 0.6 -2.4 -0.4
O 0.258 -0.730 -1.272 0.0 -0.6 0.3
S 2.438 1.280 0.474 -0.5 -0.6 -0.5
S 2.658 -0.697 -0.303 0.4 -0.2 0.1
H -0.362 1.894 -1.569 0.5 0.3 -0.6
H -2.068 1.657 -0.988 2.2 -0.2 0.5
H -1.749 -0.612 -0.622 0.2 -0.5 0.0
H -1.358 -0.443 -2.279 -0.8 0.6 -1.7
H 0.662 0.358 1.779 0.1 -0.4 1.7
H 0.962 -2.915 0.581 -0.2 0.2 0.2
H -0.618 -2.060 0.882 -0.1 -0.5 -0.1
H 0.713 -1.652 1.860 0.7 -0.4 1.4
H -0.039 2.396 0.578 -0.4 0.7 0.4
H -1.244 1.230 1.011 0.6 0.5 0.9

[7]
25
Properties=species:S:1:pos:R:3:forces:R:3 method="wB97M-V/def2-TZVPD" homo_energy_ev=-9.72 total_energy_ev=-24575.954 orbital_gap_ev=3.9 charge=+1
C 2.764 0.685 -0.298 -2.0 1.2 -0.2
C 4.039 0.304 -0.197 -0.3 3.2 0.0
C 2.533 -1.739 -0.344 -0.4 -0.5 -1.6
C 1.790 -0.450 -0.269 0.1 1.2 0.6
C -0.377 1.822 1.026 1.1 -1.9 1.2
C -0.438 2.001 -0.399 -3.4 1.0 -1.0
C -0.556 0.590 0.076 0.8 0.2 1.1
C -3.806 -0.852 0.622 1.8 -1.2 -0.5
C 0.476 -0.469 0.003 1.0 1.4 -0.8
N -3.863 -1.375 -0.534 -1.2 -0.2 -1.9
F -0.076 -1.690 0.197 -0.7 -0.8 0.0
S 4.294 -1.330 -0.178 1.0 -2.7 0.4
H 2.435 1.762 -0.345 0.5 -1.4 0.2
H 4.826 1.089 -0.094 -0.5 -1.2 -0.2
H 2.365 -2.140 -1.413 0.3 0.1 1.7
H 0.524 1.712 1.645 -0.3 0.8 -0.6
H -1.286 1.973 1.517 -0.9 0.6 1.2
H -1.390 2.510 -0.795 1.5 -0.9 0.6
H 0.383 2.409 -0.858 2.0 0.2 -1.4
H -1.511 0.174 0.340 -0.4 -0.1 -0.8
H -4.498 -0.051 0.890 0.3 -0.3 0.3
H -2.931 -1.303 1.146 -1.0 1.0 0.7
H 2.130 -2.410 0.427 0.6 -0.2 -0.4
H -4.578 -1.116 -1.231 0.2 0.1 0.6
H -3.247 -2.105 -0.933 0.0 0.5 1.0

[8]
36
Properties=species:S:1:pos:R:3:forces:R:3 method="wB97M-V/def2-TZVPD" homo_energy_ev=-11.36 total_energy_ev=-18941.997 orbital_gap_ev=8.8 charge=+1
C 1.969 0.523 -1.736 -1.0 -0.1 1.9
C 0.530 -0.062 -1.618 -0.9 0.9 2.5
C 2.565 1.305 -0.479 1.3 -1.7 -2.1
C 0.331 -0.846 -0.191 -0.6 1.3 -1.9
C -1.157 -0.973 0.134 2.2 -1.9 1.7
N 0.893 -2.171 -0.085 -1.0 0.7 1.2
N -1.496 -2.015 0.833 -0.4 2.0 -2.2
N -3.798 -2.599 1.764 -0.2 1.4 -0.6
N 3.752 -0.293 0.880 -1.8 -1.4 2.3
N 2.755 1.617 1.980 -0.9 -0.6 -0.1
N -2.948 3.236 -1.176 0.2 2.8 0.0
N 2.648 0.637 0.823 0.9 0.9 1.3
N -2.371 2.165 -0.713 -0.9 -1.2 -1.1
N -2.894 1.098 -1.119 -0.4 0.0 -0.1
H 1.973 1.283 -2.526 0.4 -0.6 -0.1
H 2.594 -0.340 -1.881 0.6 -0.1 -0.7
H 0.306 -0.688 -2.438 0.1 -1.2 -0.9
H -0.344 0.670 -1.710 1.5 -0.4 0.5
H 3.496 1.723 -0.961 -0.2 -0.4 1.2
H 1.926 2.089 -0.370 -1.8 2.4 0.7
H 0.794 -0.098 0.550 -0.7 -1.3 -0.7
H 1.546 -2.315 0.628 1.0 0.3 1.4
H 1.263 -2.646 -0.839 0.5 -0.5 -2.4
H -2.525 -2.111 1.114 0.5 -0.6 0.3
H -0.825 -2.778 0.789 0.5 0.0 0.4
H -4.278 -1.879 2.264 -0.7 0.2 0.1
H -3.581 -3.310 2.373 1.0 -1.8 2.3
H 3.728 -0.743 1.878 -0.3 1.0 -2.5
H 4.617 0.180 0.924 1.3 1.2 -0.3
H 2.796 2.633 1.736 -0.3 -1.4 -0.1
H 1.969 1.418 2.678 1.4 0.5 -1.7
H -2.462 4.152 -1.037 -1.0 -1.4 -0.1
H -3.848 3.148 -1.687 1.0 0.3 0.3
H -4.358 -3.083 1.124 -1.5 -0.1 -1.4
H -3.697 1.295 -1.801 0.9 -0.3 0.8
H -1.870 -0.225 -0.103 -0.6 0.7 0.0